{
  "formula": "C31H78BGaNO17S5",
  "method": "ωB97M-V/def2-TZVPD",
  "multiplicity": 1,
  "lumo_ev": 1.467,
  "total_charge": -1,
  "symbols": ["C", "C", "C", "C", "C", "C", "C", "C", "C", "Ga", "C", "C", "C", "C", "C", "C", "O", "C", "B", "N", "O", "H", "H", "H", "H", "H", "H", "H", "H", "H", "H", "H", "H", "H", "H", "H", "H", "H", "H", "H", "H", "H", "H", "H", "H", "H", "H", "H", "H", "H", "H", "H", "H", "H", "H", "H", "H", "H", "H", "O", "S", "O", "O", "C", "C", "C", "H", "H", "H", "H", "H", "H", "H", "H", "O", "S", "O", "O", "C", "C", "C", "H", "H", "H", "H", "H", "H", "H", "H", "O", "S", "O", "O", "C", "C", "C", "H", "H", "H", "H", "H", "H", "H", "H", "O", "S", "O", "O", "C", "C", "C", "H", "H", "H", "H", "H", "H", "H", "H", "O", "S", "O", "O", "C", "C", "C", "H", "H", "H", "H", "H", "H", "H", "H"],
  "xyz": [[3.162, -3.724, -4.040], [3.447, -3.918, -2.559], [2.294, -3.472, -1.672], [2.401, -2.020, -1.238], [1.257, -1.529, -0.336], [-0.082, -2.208, -0.555], [-0.762, -1.699, -1.826], [-1.652, -2.695, -2.550], [-1.963, -2.273, -3.985], [-2.438, -0.285, -4.287], [-0.721, 0.835, -4.582], [-0.396, 1.701, -3.378], [0.918, 2.491, -3.347], [2.136, 1.848, -4.001], [3.416, 2.349, -3.349], [4.722, 1.707, -3.812], [4.603, 1.131, -5.098], [5.859, 0.911, -5.679], [-3.613, -0.233, -6.095], [-3.097, 0.211, -7.425], [-4.930, -0.723, -6.145], [3.966, -4.099, -4.662], [2.994, -2.682, -4.281], [2.259, -4.261, -4.306], [4.349, -3.373, -2.295], [3.645, -4.972, -2.387], [1.371, -3.613, -2.220], [2.226, -4.096, -0.786], [3.348, -1.905, -0.717], [2.467, -1.390, -2.120], [1.091, -0.478, -0.544], [1.552, -1.568, 0.708], [0.002, -3.287, -0.552], [-0.710, -1.957, 0.296], [-1.339, -0.821, -1.565], [-0.003, -1.400, -2.545], [-2.581, -2.867, -2.012], [-1.116, -3.647, -2.529], [-1.118, -2.545, -4.614], [-2.815, -2.837, -4.357], [-3.204, 0.357, -3.011], [-0.858, 1.475, -5.454], [0.089, 0.151, -4.828], [-1.194, 2.437, -3.317], [-0.489, 1.121, -2.464], [0.739, 3.444, -3.845], [1.165, 2.751, -2.320], [2.086, 0.770, -3.897], [2.129, 2.063, -5.059], [3.498, 3.420, -3.504], [3.311, 2.154, -2.290], [5.510, 2.457, -3.851], [5.034, 0.941, -3.102], [6.340, 1.855, -5.931], [5.715, 0.351, -6.592], [6.504, 0.330, -5.021], [-2.400, -0.472, -7.716], [-2.540, 1.048, -7.281], [-4.946, -1.605, -6.532], [-2.776, -4.703, 1.653], [-2.522, -3.739, 2.675], [-1.183, -3.319, 2.941], [-3.184, -4.256, 4.028], [-2.817, -5.575, 4.494], [-1.423, -5.617, 5.087], [-3.535, -2.324, 2.449], [-2.929, -6.292, 3.680], [-3.563, -5.803, 5.253], [-0.660, -5.436, 4.333], [-1.249, -6.599, 5.528], [-1.317, -4.858, 5.861], [-4.556, -2.648, 2.275], [-3.140, -1.804, 1.577], [-3.457, -1.694, 3.330], [-0.069, 0.971, 1.258], [-0.622, 1.455, 2.479], [-2.000, 1.199, 2.774], [-0.353, 3.019, 2.554], [-0.713, 3.789, 1.378], [-2.205, 3.996, 1.228], [0.361, 0.974, 3.847], [-0.286, 3.304, 0.499], [-0.199, 4.735, 1.524], [-2.721, 3.059, 1.027], [-2.389, 4.673, 0.394], [-2.625, 4.428, 2.136], [1.401, 1.196, 3.629], [0.213, -0.098, 3.969], [0.026, 1.505, 4.730], [0.938, 2.004, 6.918], [0.950, 3.169, 7.749], [1.850, 4.233, 7.443], [1.157, 2.707, 9.250], [2.277, 1.826, 9.522], [3.612, 2.538, 9.515], [-0.678, 3.803, 7.923], [2.252, 1.001, 8.810], [2.052, 1.425, 10.507], [3.869, 2.901, 8.522], [4.388, 1.845, 9.841], [3.594, 3.392, 10.192], [-1.348, 2.987, 8.176], [-0.941, 4.234, 6.960], [-0.670, 4.567, 8.694], [4.225, 6.899, -8.951], [5.511, 6.749, -8.348], [6.367, 5.691, -8.780], [5.341, 6.705, -6.779], [4.393, 5.751, -6.220], [4.894, 4.326, -6.233], [6.391, 8.269, -8.426], [3.443, 5.853, -6.743], [4.255, 6.106, -5.202], [4.982, 3.932, -7.244], [4.197, 3.694, -5.685], [5.875, 4.264, -5.761], [5.744, 9.068, -8.078], [6.660, 8.414, -9.469], [7.283, 8.184, -7.812], [-6.212, -4.253, 7.828], [-7.034, -5.256, 7.230], [-6.428, -6.263, 6.419], [-8.201, -4.556, 6.426], [-7.835, -3.577, 5.414], [-7.275, -4.218, 4.163], [-8.041, -6.022, 8.450], [-7.142, -2.858, 5.851], [-8.769, -3.059, 5.211], [-6.314, -4.689, 4.358], [-7.135, -3.464, 3.389], [-7.955, -4.983, 3.790], [-8.516, -5.251, 9.048], [-7.376, -6.630, 9.058], [-8.776, -6.646, 7.949]]
}